Record 1
The following is a quantum chemistry calculation of a molecular structure, C26H32N3O5P2S2Ta, from the Open Molecules 2025 dataset.

Positions of all 71 atoms, in Å:
1 Ta 0.36 -0.21 0.10
2 O -2.08 -0.53 -2.86
3 C -1.65 0.28 -2.11
4 O -1.24 -0.16 -0.83
5 C -1.55 1.76 -2.32
6 C -2.63 2.47 -1.46
7 C -2.79 3.92 -1.92
8 C -1.53 4.57 -1.29
9 C -0.85 3.35 -0.67
10 O -1.96 2.58 -0.20
11 C -0.27 2.50 -1.81
12 C 1.22 0.56 -2.36
13 O 3.28 1.82 -1.70
14 O 1.36 -0.56 -1.64
15 H -1.70 1.92 -3.39
16 H -3.55 1.91 -1.35
17 H -2.83 4.01 -3.01
18 H -3.70 4.35 -1.52
19 H -0.90 5.09 -2.02
20 H -1.80 5.28 -0.52
21 H -0.17 3.56 0.16
22 H 0.10 3.15 -2.60
23 C -0.67 2.04 5.03
24 S 1.02 1.54 4.61
25 C 0.93 1.24 2.90
26 S -0.55 1.36 1.98
27 N 2.08 0.97 2.33
28 N 1.92 1.10 0.94
29 C 2.38 2.16 0.40
30 C 2.11 2.25 -1.05
31 C 2.77 3.10 -2.09
32 C 2.24 3.16 -3.47
33 C 1.74 2.13 -4.17
34 C 1.53 0.78 -3.64
35 N 0.84 1.58 -1.41
36 H -0.62 2.29 6.09
37 H -1.39 1.23 4.89
38 H -0.97 2.92 4.47
39 H 2.97 2.87 0.97
40 H 3.38 3.94 -1.76
41 H 2.35 4.12 -3.97
42 H 1.52 2.28 -5.22
43 H 1.72 -0.07 -4.28
44 C -2.58 -1.49 1.89
45 P -0.79 -1.75 2.00
46 C -0.35 -1.54 3.74
47 C -0.54 -3.53 1.75
48 C -1.18 -4.46 2.57
49 C -0.91 -5.81 2.41
50 C -0.02 -6.24 1.44
51 C 0.61 -5.32 0.62
52 C 0.34 -3.96 0.77
53 P 1.01 -2.74 -0.36
54 C 2.81 -2.95 -0.40
55 C 0.38 -3.24 -1.98
56 H -2.92 -1.76 0.89
57 H -2.82 -0.45 2.08
58 H -3.08 -2.13 2.62
59 H -0.81 -2.36 4.30
60 H -0.74 -0.60 4.12
61 H 0.72 -1.58 3.88
62 H -1.88 -4.15 3.34
63 H -1.41 -6.53 3.05
64 H 0.19 -7.30 1.32
65 H 1.29 -5.67 -0.15
66 H 3.05 -3.97 -0.69
67 H 3.23 -2.76 0.59
68 H 3.24 -2.26 -1.12
69 H 0.53 -4.31 -2.10
70 H 0.90 -2.70 -2.77
71 H -0.69 -3.03 -2.05

Computed properties:
ΔE to the lowest compared entry with this formula, charge and spin in eV: 4.880
Orbital gap in Eh: 0.266
Highest occupied orbital energy in eV: -14.2
Net charge: +2

---

Record 2
The following is a quantum chemistry calculation of a single C17H21ClN2O4 molecule, from the Open Molecules 2025 dataset.

Positions of all 45 atoms, in Å:
1 C -0.49 -4.30 5.90
2 H -1.44 -3.99 6.33
3 O 0.24 -3.21 5.38
4 C -0.24 -2.42 4.38
5 C 0.64 -1.38 4.03
6 C 0.36 -0.47 3.05
7 C -0.84 -0.56 2.34
8 C -1.72 -1.58 2.67
9 C -1.43 -2.50 3.67
10 Cl -2.67 -3.71 3.93
11 H -2.66 -1.67 2.14
12 N -1.20 0.32 1.32
13 C -0.50 1.39 0.83
14 O 0.55 1.79 1.27
15 C -1.21 2.03 -0.36
16 H -0.72 2.98 -0.56
17 H -2.26 2.20 -0.12
18 C -1.10 1.13 -1.62
19 N 0.26 1.14 -2.12
20 C 0.38 1.47 -3.52
21 C -0.47 2.71 -3.77
22 H -0.39 3.06 -4.80
23 H -0.16 3.51 -3.09
24 O -1.85 2.42 -3.58
25 C -2.19 1.62 -2.57
26 O -3.34 1.32 -2.39
27 C 1.85 1.74 -3.86
28 C 2.70 0.53 -3.51
29 C 2.50 0.20 -2.03
30 C 1.02 -0.04 -1.75
31 H 0.88 -0.22 -0.68
32 H 0.67 -0.93 -2.31
33 H 3.07 -0.69 -1.76
34 H 2.84 1.03 -1.42
35 H 3.75 0.74 -3.71
36 H 2.41 -0.32 -4.12
37 H 1.93 1.98 -4.92
38 H 2.18 2.60 -3.28
39 H 0.00 0.65 -4.17
40 H -1.41 0.11 -1.34
41 H -2.09 0.12 0.89
42 H 1.06 0.32 2.82
43 H 1.56 -1.33 4.59
44 H 0.15 -4.71 6.68
45 H -0.66 -5.07 5.14

Computed properties:
ΔE to the lowest compared entry with this formula, charge and spin in eV: 1.498
Orbital gap in Eh: 0.325
Highest occupied orbital energy in eV: -8.2
SMILES: COc1ccc(NC(=O)C[C@H]2C(=O)OC[C@H]3CCCCN32)cc1Cl